A structure of composition CN2O2S in a non-equilibrium geometry, computed with ωB97M-V with the def2-TZVPD basis set.

Geometry as XYZ:
```
6
Properties=species:S:1:pos:R:3:forces:R:3
C 0.3324 -0.1125 -1.8214 2.214 -0.118 3.160
N -0.3045 -0.2049 -2.7468 -2.256 -0.219 -3.282
N -0.1773 0.0523 1.2100 -1.097 -0.210 0.048
O 0.2076 0.0151 2.3673 -1.610 -0.747 1.497
O -1.2229 -0.1167 0.6543 -0.774 -0.040 1.252
S 1.1647 0.3666 0.3366 3.522 1.334 -2.674
```
Forces are in eV/Å.

## Properties
* lowest unoccupied orbital energy (alpha / beta): -1.46 / -5.04 eV
* net charge: 0
* F_max: 4.619 eV/A
* spin multiplicity: 3
* orbital gap (alpha / beta): 8.2 / 6.7 eV
* expectation value of S²: 2.020